Molecular formula: BrHf
Method: DFT, wB97M-V/def2-TZVPD

Each line ends with the Mulliken charge.
Atoms and positions in Å:
Hf  2.047  0.629  0.995  2.043
Br  -2.047  -0.629  -0.995  0.957

Kohn-Sham gap in hartree: 0.179
Largest force on an atom in eV/A: 0.9
LUMO energy in eV: -20.05
HOMO in eV: -24.932
Relative energy (zero: lowest compared OMol25 entry of this formula, charge and spin) in kcal/mol: 113.9
Total charge: +3

=====

Molecular formula: BrIO2S2
Method: DFT, wB97M-V/def2-TZVPD

Each line ends with the Mulliken charge.
Atoms and positions in Å:
O  0.260  -0.316  -0.812  -0.267
O  -0.178  -1.121  1.538  -0.423
S  -0.624  -1.157  0.175  0.529
S  0.742  1.360  -1.029  0.151
Br  2.560  1.350  0.099  0.018
I  -2.760  -0.116  0.030  -0.009

Kohn-Sham gap in hartree: 0.320
Largest force on an atom in eV/A: 2.5
LUMO energy in eV: -0.91
HOMO in eV: -9.633
Relative energy (zero: lowest compared OMol25 entry of this formula, charge and spin) in kcal/mol: 6.5

=====

Molecular formula: BrNO2S
Method: DFT, wB97M-V/def2-TZVPD

Each line ends with the Mulliken charge.
Atoms and positions in Å:
N  -0.749  0.772  -1.897  -0.214
O  -0.390  -1.693  1.005  -0.358
O  1.418  -0.429  2.049  -0.383
S  0.880  -1.040  0.868  0.729
Br  -1.159  2.390  -2.025  0.226

Kohn-Sham gap (alpha / beta) in hartree: 0.307 / 0.305
Largest force on an atom in eV/A: 2.3
LUMO energy (alpha / beta) in eV: -1.38 / -1.44
HOMO (alpha / beta) in eV: -9.747 / -9.743
Relative energy (zero: lowest compared OMol25 entry of this formula, charge and spin) in kcal/mol: 20.6